1.
Entry from the OMol25 dataset: a structure of composition C47H73Br2Cl20F4NO3 (ωB97M-V with the def2-TZVPD basis set).

XYZ file:
```
150
Properties=species:S:1:pos:R:3:lowdin_charge:R:1
C -6.268 -0.659 3.780 -0.105
O -5.416 0.412 4.119 -0.179
C -4.042 0.109 3.919 -0.232
C -3.373 1.028 2.910 -0.163
C -3.061 2.439 3.477 -0.193
C -3.341 3.556 2.472 -0.200
C -4.825 4.024 2.439 -0.194
C -5.396 4.136 1.002 -0.191
C -6.163 2.835 0.677 -0.203
C -6.406 2.642 -0.829 -0.188
C -5.245 1.928 -1.552 -0.107
C -4.728 0.684 -0.874 -0.064
C -3.427 0.359 -0.870 -0.027
C -2.344 1.199 -1.482 -0.238
C -1.576 0.620 -2.472 -0.054
C -0.525 1.365 -3.011 -0.183
C -0.327 2.657 -2.538 -0.273
C -1.198 3.132 -1.552 -0.272
N -2.178 2.436 -0.991 0.147
C -2.933 -0.897 -0.226 -0.278
O -1.772 -1.039 0.094 0.113
C -3.895 -2.025 -0.001 -0.082
C -3.275 -3.388 0.157 -0.087
C -2.714 -3.589 1.584 -0.170
F -1.390 -4.001 1.478 -0.053
C -5.197 -1.715 0.011 -0.082
C -6.291 -2.734 0.207 -0.155
C -6.999 -2.946 -1.160 -0.165
C -8.332 -3.676 -1.091 -0.783
F -8.874 -3.631 -2.345 -0.003
Br -8.009 -5.559 -0.678 0.766
C -9.368 -2.965 -0.117 -0.898
F -10.579 -3.038 -0.702 0.043
F -9.090 -1.677 0.037 0.085
Br -9.524 -3.892 1.583 0.766
C -5.651 -0.289 -0.194 -0.267
O -6.756 0.002 0.205 0.124
H -7.281 -0.256 3.681 0.094
H -6.311 -1.434 4.556 0.089
H -5.994 -1.073 2.804 0.067
H -3.952 -0.942 3.610 0.103
H -3.489 0.190 4.865 0.126
H -3.919 1.104 1.965 0.092
H -2.413 0.561 2.651 0.111
H -1.992 2.439 3.723 0.104
H -3.575 2.597 4.431 0.112
H -3.037 3.265 1.459 0.085
H -2.741 4.442 2.713 0.104
H -5.445 3.344 3.036 0.105
H -4.892 4.994 2.945 0.101
H -4.601 4.347 0.282 0.106
H -6.130 4.947 1.040 0.105
H -5.671 1.989 1.157 0.079
H -7.139 2.922 1.167 0.120
H -7.371 2.161 -0.999 0.100
H -6.506 3.643 -1.269 0.112
H -4.473 2.666 -1.755 0.103
H -5.621 1.602 -2.534 0.131
H -1.782 -0.401 -2.774 0.095
H 0.105 0.942 -3.782 0.044
H 0.479 3.222 -2.970 0.031
H -1.053 4.145 -1.186 0.073
H -2.440 -3.442 -0.546 0.096
H -3.952 -4.193 -0.139 0.115
H -2.702 -2.611 2.072 0.109
H -3.301 -4.293 2.172 0.067
H -6.971 -2.418 0.999 0.088
H -5.904 -3.708 0.511 0.054
H -7.116 -1.969 -1.637 0.130
H -6.292 -3.512 -1.772 0.123
Cl 1.250 -0.106 -1.669 0.682
C 1.481 -1.318 -0.375 -0.617
C 2.057 -0.722 0.880 -0.630
Cl 3.751 -0.201 0.668 0.553
H 2.115 -2.111 -0.767 0.070
H 0.499 -1.736 -0.161 0.044
H 2.053 -1.467 1.675 0.076
H 1.479 0.138 1.212 0.074
Cl 1.914 3.425 -1.130 0.679
C 3.454 3.465 -0.228 -0.628
C 3.466 4.530 0.837 -0.658
Cl 3.479 6.177 0.148 0.531
H 4.259 3.611 -0.945 0.072
H 3.576 2.485 0.229 0.015
H 4.365 4.433 1.443 0.072
H 2.600 4.448 1.490 0.069
Cl 7.259 0.888 0.549 0.529
C 8.169 -0.081 -0.638 -0.679
C 7.428 -1.331 -1.036 -0.652
Cl 7.325 -2.500 0.308 0.535
H 9.136 -0.318 -0.202 -0.038
H 8.324 0.551 -1.512 0.075
H 7.956 -1.826 -1.850 0.072
H 6.416 -1.109 -1.367 0.061
Cl -5.792 -5.075 2.970 0.586
C -6.704 -6.348 3.822 -0.644
C -7.071 -5.940 5.225 -0.665
Cl -5.645 -5.827 6.285 0.546
H -6.103 -7.254 3.812 0.071
H -7.609 -6.530 3.241 0.067
H -7.734 -6.686 5.661 0.074
H -7.579 -4.978 5.240 0.067
Cl -0.570 -3.123 -2.958 0.590
C -1.059 -3.047 -4.672 -0.645
C 0.114 -2.816 -5.590 -0.644
Cl 0.807 -1.187 -5.404 0.588
H -1.806 -2.263 -4.774 0.067
H -1.527 -4.001 -4.911 0.074
H -0.209 -2.908 -6.626 0.074
H 0.906 -3.540 -5.412 0.070
Cl -1.840 8.516 -3.152 0.539
C -0.949 7.619 -4.408 -0.665
C -1.629 6.322 -4.769 -0.627
Cl -1.561 5.132 -3.440 0.699
H 0.062 7.449 -4.046 0.069
H -0.898 8.264 -5.283 0.071
H -1.128 5.871 -5.624 0.074
H -2.674 6.480 -5.028 0.068
Cl 11.069 -0.511 1.195 0.603
C 11.497 -1.998 2.085 -0.620
C 10.486 -2.310 3.157 -0.689
Cl 10.524 -1.127 4.490 0.567
H 12.498 -1.870 2.492 0.070
H 11.526 -2.809 1.360 0.078
H 10.700 -3.284 3.593 0.074
H 9.479 -2.330 2.758 -0.012
Cl 15.549 4.074 0.387 0.535
C 14.578 2.678 -0.148 -0.668
C 14.431 1.637 0.932 -0.676
Cl 15.972 0.811 1.286 0.532
H 15.046 2.265 -1.038 0.067
H 13.596 3.062 -0.421 0.072
H 13.728 0.870 0.610 0.036
H 14.062 2.072 1.857 0.070
Cl 4.020 1.583 -9.673 0.537
C 4.517 0.153 -8.734 -0.669
C 3.562 -0.149 -7.607 -0.692
Cl 3.618 1.086 -6.326 0.530
H 5.525 0.327 -8.365 0.067
H 4.544 -0.688 -9.426 0.071
H 3.828 -1.098 -7.143 0.068
H 2.536 -0.218 -7.961 0.053
Cl 7.519 -3.343 4.015 0.577
C 7.239 -2.123 5.288 -0.658
C 6.018 -2.436 6.113 -0.664
Cl 4.509 -2.255 5.182 0.538
H 7.159 -1.151 4.807 0.072
H 8.123 -2.119 5.922 0.050
H 5.958 -1.745 6.952 0.073
H 6.051 -3.450 6.505 0.067
```

Summary:
* E_tot: -458960.1094 eV
* charge: 0
* maximum force: 1.64 eV/Å
* M: 1644.97 g mol⁻¹
* orbital gap: 7.87 eV



2.
Entry from the OMol25 dataset: a cluster of 3 separate species, C47H76ClN6O4S2 in total (ωB97M-V with the def2-TZVPD basis set).

XYZ file:
```
136
Properties=species:S:1:pos:R:3:lowdin_charge:R:1
C 2.310 0.694 9.117 -0.042
C 2.926 -0.612 8.571 -0.571
C 4.402 -0.745 8.932 -0.055
C 2.208 -1.751 9.343 -0.061
C 2.572 -0.831 7.083 -0.123
C 3.557 -0.309 6.022 -0.427
C 4.738 -1.286 5.760 -0.015
C 4.059 1.120 6.284 -0.041
C 2.805 -0.248 4.662 -0.199
C 3.394 0.413 3.605 -0.048
C 2.756 0.491 2.393 -0.020
C 1.539 -0.097 2.188 -0.285
O 0.797 -0.084 1.045 -0.014
C 1.437 0.149 -0.200 -0.142
C 1.427 1.623 -0.657 -0.152
O 2.299 1.851 -1.754 -0.142
C 3.618 2.144 -1.397 -0.190
C 3.755 3.550 -0.752 -0.069
C 4.764 3.713 0.325 -0.094
C 5.944 2.975 0.312 -0.020
N 6.889 3.075 1.192 0.152
N 6.647 3.928 2.158 0.048
C 5.579 4.684 2.289 -0.587
Cl 5.546 5.741 3.592 0.929
C 4.566 4.586 1.367 -0.149
C 3.313 5.395 1.502 -0.122
C 2.375 4.828 2.620 -0.219
C 2.128 5.761 3.793 -0.485
S 0.994 7.123 3.408 0.934
C -0.642 6.542 3.683 -1.111
S -1.784 7.634 3.942 0.769
N -0.950 5.168 3.603 -0.139
C -0.448 4.064 4.271 -0.086
C -1.129 3.026 3.779 -0.138
N -2.020 3.420 2.823 0.092
C -1.890 4.699 2.743 -0.190
C 0.991 -0.756 3.239 0.003
C 1.604 -0.841 4.443 -0.028
H 1.282 0.485 9.382 0.079
H 2.861 1.036 9.985 0.087
H 2.292 1.457 8.346 0.065
H 4.471 -0.877 10.009 0.083
H 4.875 -1.620 8.503 0.075
H 5.010 0.124 8.697 0.077
H 2.431 -1.621 10.395 0.084
H 2.638 -2.688 9.004 0.084
H 1.142 -1.712 9.159 0.085
H 2.429 -1.892 6.901 0.121
H 1.622 -0.325 6.927 0.119
H 4.698 -2.110 6.463 0.070
H 5.704 -0.808 5.887 0.081
H 4.655 -1.741 4.784 0.083
H 4.098 1.388 7.329 0.056
H 3.410 1.846 5.806 0.078
H 5.036 1.217 5.827 0.071
H 4.360 0.877 3.703 0.108
H 3.230 1.033 1.593 0.091
H 0.844 -0.374 -0.940 0.119
H 2.418 -0.322 -0.240 0.132
H 0.424 1.809 -1.022 0.138
H 1.564 2.298 0.188 0.113
H 4.069 1.354 -0.792 0.116
H 4.202 2.152 -2.310 0.135
H 2.804 3.900 -0.390 0.097
H 4.062 4.241 -1.535 0.154
H 6.099 2.269 -0.483 0.139
H 7.362 4.011 2.874 0.176
H 2.781 5.388 0.567 0.106
H 3.561 6.420 1.763 0.115
H 2.817 3.903 2.980 0.111
H 1.421 4.584 2.166 0.105
H 1.762 5.166 4.613 0.052
H 3.017 6.246 4.168 0.028
H 0.291 4.114 5.035 0.107
H -1.007 2.014 4.102 0.101
H -2.484 5.306 2.090 0.126
H 0.034 -1.236 3.126 0.133
H 1.101 -1.371 5.229 0.114
C 0.861 1.013 -5.938 -0.022
C 0.468 -0.187 -5.031 -0.474
C 0.605 -1.498 -5.808 -0.138
C -0.505 -1.728 -6.831 -0.168
C -1.876 -1.587 -6.172 -0.136
C -2.048 -0.261 -5.434 -0.489
N -0.913 0.008 -4.493 -0.074
O -1.061 -0.726 -3.433 -0.020
C -2.179 0.872 -6.470 -0.037
C -3.381 -0.260 -4.695 -0.038
C 1.495 -0.191 -3.907 -0.052
H 0.932 0.737 -6.990 0.080
H 0.155 1.837 -5.852 0.074
H 1.826 1.429 -5.651 0.075
H 0.600 -2.338 -5.106 0.125
H 1.576 -1.527 -6.307 0.126
H -0.406 -1.031 -7.667 0.104
H -0.405 -2.728 -7.257 0.115
H -2.653 -1.690 -6.932 0.123
H -2.018 -2.419 -5.475 0.112
H -2.219 1.846 -5.980 0.091
H -3.102 0.753 -7.037 0.090
H -1.374 0.890 -7.202 0.064
H -3.475 -1.100 -4.009 0.074
H -4.199 -0.342 -5.410 0.081
H -3.520 0.662 -4.128 0.094
H 1.420 0.709 -3.301 0.067
H 2.503 -0.235 -4.321 0.094
H 1.390 -1.056 -3.252 0.079
C -5.867 -4.752 -2.578 -0.025
C -7.068 -4.580 -3.549 -0.482
C -7.531 -5.945 -4.064 -0.139
C -6.600 -6.562 -5.104 -0.174
C -6.341 -5.576 -6.241 -0.134
C -5.830 -4.223 -5.746 -0.492
N -6.693 -3.659 -4.664 -0.082
O -7.769 -3.186 -5.199 -0.011
C -4.380 -4.385 -5.256 -0.040
C -5.734 -3.259 -6.923 -0.040
C -8.189 -3.993 -2.698 -0.050
H -5.436 -5.754 -2.619 0.079
H -5.074 -4.034 -2.778 0.071
H -6.163 -4.575 -1.546 0.077
H -8.524 -5.846 -4.513 0.125
H -7.647 -6.632 -3.223 0.126
H -5.659 -6.870 -4.640 0.102
H -7.051 -7.470 -5.505 0.114
H -5.620 -6.004 -6.940 0.125
H -7.268 -5.436 -6.804 0.127
H -4.013 -3.456 -4.818 0.067
H -3.722 -4.633 -6.090 0.089
H -4.249 -5.182 -4.528 0.066
H -6.682 -3.150 -7.446 0.082
H -5.013 -3.634 -7.649 0.088
H -5.406 -2.270 -6.597 0.076
H -7.925 -3.001 -2.327 0.094
H -8.369 -4.641 -1.841 0.088
H -9.128 -3.916 -3.243 0.079
```

Summary:
* E_tot: -101282.7669 eV
* charge: +1
* maximum force: 2.48 eV/Å
* M: 888.75 g mol⁻¹
* expectation value of S²: 2.008
* orbital gap (spin up / spin down): 4.63 / 5.47 eV
* spin multiplicity: 3



3.
Entry from the OMol25 dataset: a structure of composition C47H76IN5O7S2SbSi4Ti (ωB97M-V with the def2-TZVPD basis set).

XYZ file:
```
144
Properties=species:S:1:pos:R:3:lowdin_charge:R:1
Ti 0.087 -0.639 0.128 0.810
O -0.185 3.015 4.158 0.061
C 0.861 3.422 3.412 -0.273
C 1.495 4.607 3.781 -0.009
C 2.599 5.056 3.084 -0.076
C 3.098 4.336 2.000 -0.082
C 2.454 3.177 1.617 -0.046
C 1.326 2.713 2.296 -0.087
C 0.699 1.454 1.859 -0.422
O 1.024 0.968 0.680 -0.207
N -0.024 0.796 2.711 0.077
N -0.180 -0.511 2.236 -0.073
C -0.153 -1.390 3.171 -0.059
C 0.194 -2.767 2.950 -0.148
C 0.306 -3.630 4.051 -0.047
C 0.920 -4.854 3.930 -0.091
C 1.478 -5.213 2.696 -0.063
C 1.392 -4.380 1.602 -0.014
C 0.717 -3.153 1.701 -0.327
O 0.629 -2.371 0.653 -0.248
H -0.409 2.100 3.883 0.070
H 1.106 5.148 4.633 0.120
H 3.087 5.971 3.395 0.105
H 3.968 4.684 1.460 0.103
H 2.800 2.616 0.760 0.085
H -0.208 -1.026 4.195 0.147
H -0.091 -3.308 5.007 0.121
H 0.988 -5.522 4.776 0.105
H 1.995 -6.160 2.599 0.110
H 1.847 -4.641 0.656 0.123
C 0.634 3.390 -3.960 -0.023
C 1.233 2.431 -2.941 -0.619
C 2.261 3.142 -2.075 -0.007
C 1.879 1.238 -3.644 -0.011
O 0.234 1.883 -2.077 -0.165
Si -1.259 2.367 -1.589 -0.049
S -1.844 0.971 -0.120 0.453
O -1.348 3.934 -1.139 -0.139
C -1.378 4.860 -0.046 -0.622
C -1.984 4.227 1.196 -0.031
C 0.041 5.336 0.214 -0.018
C -2.235 6.034 -0.501 -0.031
O -2.208 2.268 -2.934 -0.157
C -3.342 3.028 -3.369 -0.627
C -3.923 2.277 -4.560 -0.025
C -4.366 3.119 -2.243 -0.015
C -2.907 4.417 -3.825 -0.024
H 1.410 3.706 -4.661 0.095
H 0.227 4.278 -3.473 0.085
H -0.167 2.906 -4.518 0.082
H 3.094 3.500 -2.682 0.094
H 2.642 2.451 -1.321 0.067
H 1.809 3.994 -1.566 0.075
H 2.865 1.500 -4.029 0.092
H 1.269 0.894 -4.483 0.083
H 1.992 0.411 -2.936 0.069
H -1.395 3.378 1.539 0.048
H -2.993 3.864 0.990 0.085
H -2.030 4.965 1.998 0.097
H 0.704 4.487 0.360 0.060
H 0.078 5.956 1.111 0.094
H 0.406 5.924 -0.631 0.093
H -3.264 5.723 -0.683 0.079
H -1.833 6.464 -1.419 0.085
H -2.241 6.808 0.269 0.092
H -4.419 1.359 -4.248 0.052
H -3.123 2.022 -5.256 0.091
H -4.648 2.906 -5.080 0.090
H -4.564 2.126 -1.838 0.066
H -5.301 3.544 -2.612 0.095
H -3.996 3.747 -1.431 0.065
H -2.292 4.347 -4.724 0.085
H -2.337 4.922 -3.049 0.057
H -3.789 5.017 -4.060 0.092
S 6.751 -0.516 -2.413 0.999
C 5.170 -0.700 -1.617 -0.509
C 4.839 0.034 -0.482 -0.050
C 3.578 -0.121 0.058 -0.109
N 2.651 -0.934 -0.457 0.054
C 2.983 -1.645 -1.531 -0.129
C 4.226 -1.566 -2.142 -0.079
C 7.807 -1.012 -1.068 -0.532
C 8.656 -0.097 -0.467 -0.087
C 9.488 -0.539 0.554 -0.143
N 9.518 -1.793 0.994 0.061
C 8.692 -2.661 0.407 -0.139
C 7.827 -2.326 -0.621 -0.075
H 5.548 0.714 -0.030 0.115
H 3.285 0.435 0.938 0.104
H 2.224 -2.312 -1.924 0.066
H 4.440 -2.164 -3.018 0.071
H 8.672 0.935 -0.789 0.103
H 10.161 0.156 1.043 0.106
H 8.732 -3.680 0.773 0.107
H 7.184 -3.072 -1.069 0.110
N -0.678 -1.282 -3.748 0.179
C -0.290 -1.891 -2.588 -0.589
O -0.114 -1.029 -1.601 -0.284
C -0.187 -3.241 -2.419 -0.009
I 2.019 -3.302 -5.012 0.115
H -0.507 -0.285 -3.756 0.095
H -0.356 -1.783 -4.563 0.016
H -0.344 -3.904 -3.259 0.017
H 0.149 -3.645 -1.477 0.050
C -2.622 -5.069 2.511 -0.204
Si -2.731 -4.750 0.674 0.321
C -4.378 -5.450 0.121 -0.218
C -1.442 -5.775 -0.200 -0.207
Sb -2.534 -2.216 0.203 0.992
Si -4.268 -1.410 1.932 0.309
C -5.080 0.158 1.335 -0.222
C -3.383 -1.072 3.537 -0.219
C -5.606 -2.672 2.253 -0.214
Si -4.076 -2.262 -1.854 0.329
C -3.523 -3.622 -3.016 -0.215
C -4.050 -0.620 -2.711 -0.232
C -5.864 -2.568 -1.406 -0.215
H -3.059 -6.046 2.737 0.042
H -3.153 -4.316 3.095 0.007
H -1.585 -5.077 2.847 0.005
H -4.352 -6.530 0.298 0.040
H -4.575 -5.293 -0.939 0.012
H -5.209 -5.036 0.692 0.014
H -1.661 -6.828 0.003 0.041
H -0.432 -5.563 0.147 0.005
H -1.468 -5.624 -1.280 0.015
H -4.345 0.831 0.889 -0.033
H -5.555 0.669 2.177 0.039
H -5.846 -0.051 0.586 0.019
H -2.736 -0.196 3.439 0.022
H -2.770 -1.921 3.847 0.013
H -4.114 -0.873 4.326 0.040
H -6.102 -2.977 1.334 0.005
H -6.358 -2.219 2.907 0.041
H -5.228 -3.568 2.747 0.018
H -2.848 -3.212 -3.771 0.021
H -4.396 -4.047 -3.520 0.040
H -2.996 -4.427 -2.505 -0.004
H -3.088 -0.110 -2.653 -0.001
H -4.800 0.036 -2.264 0.029
H -4.299 -0.768 -3.766 0.045
H -6.049 -3.549 -0.974 0.009
H -6.442 -2.493 -2.334 0.044
H -6.242 -1.812 -0.718 0.009
```

Summary:
* E_tot: -162702.3576 eV
* relative energy (zero: lowest compared OMol25 entry of this formula, charge and spin): 1.733 eV
* charge: 0
* maximum force: 1.82 eV/Å
* M: 1296.16 g mol⁻¹
* expectation value of S²: 0.757
* orbital gap (spin up / spin down): 7.06 / 4.80 eV
* spin multiplicity: 2